Record 1
{
  "formula": "C21H27AsN6O2S5SbSeV",
  "method": "wB97M-V/def2-TZVPD",
  "species": ["V", "S", "Sb", "S", "S", "N", "C", "C", "C", "C", "C", "C", "S", "O", "O", "N", "C", "N", "C", "C", "C", "N", "H", "H", "H", "H", "H", "H", "H", "H", "H", "C", "N", "C", "Se", "N", "C", "C", "C", "C", "C", "C", "H", "H", "H", "H", "H", "H", "H", "H", "C", "As", "C", "C", "S", "H", "H", "H", "H", "H", "H", "H", "H", "H", "H"],
  "coordinates": [[-0.11297, 0.79655, -1.86922], [-1.55417, -2.04285, -5.15252], [0.21843, -1.09085, -5.46792], [0.70593, -1.10505, -3.13012], [-0.53157, 0.82585, -4.25682], [2.16063, 4.74715, 4.70688], [1.38283, 4.14055, 3.70558], [0.04223, 4.50905, 3.53688], [-0.77067, 3.84425, 2.61468], [-0.24667, 2.77305, 1.89458], [1.06363, 2.34175, 2.10488], [1.86803, 3.01795, 3.02468], [-1.28347, 1.87485, 0.69888], [-2.63547, 2.25915, 1.10938], [-0.94747, 0.48615, 1.02498], [-0.75577, 2.36305, -0.71972], [-1.57657, 2.81485, -1.61712], [-2.30567, 3.93365, -1.47382], [-2.99357, 4.31705, -2.56052], [-2.92317, 3.66135, -3.76562], [-2.08337, 2.57175, -3.78712], [-1.37857, 2.14605, -2.72122], [1.87653, 5.70395, 4.88868], [3.15533, 4.66565, 4.52448], [-0.38407, 5.32085, 4.11738], [-1.80347, 4.14665, 2.46688], [1.44203, 1.47915, 1.56368], [2.87693, 2.65855, 3.20038], [-3.61447, 5.19475, -2.42482], [-3.47997, 3.98035, -4.63182], [-1.94157, 1.98675, -4.68892], [1.70513, -4.21195, -0.80422], [2.65573, -3.31305, -0.14932], [2.65793, -1.95205, -0.10982], [1.46723, -0.92435, -0.87022], [3.70483, -1.46265, 0.59758], [4.37563, -2.55075, 1.01148], [5.53623, -2.61185, 1.77878], [6.04913, -3.88725, 2.08278], [5.39623, -5.05275, 1.61758], [4.22393, -4.95465, 0.84368], [3.74223, -3.67555, 0.56038], [0.90263, -3.64735, -1.32022], [1.23783, -4.87535, -0.04662], [2.23723, -4.83315, -1.55492], [3.94033, -0.46175, 0.78148], [6.02663, -1.71275, 2.12878], [6.94933, -3.97635, 2.67668], [5.80053, -6.02725, 1.85818], [3.71913, -5.84175, 0.48438], [-4.88217, 0.23205, -0.05182], [-3.69737, -1.20115, -0.69432], [-4.33817, -2.08465, -2.33122], [-3.13407, -2.45425, 0.71378], [-2.13157, -0.32845, -1.20752], [-5.84607, -0.20825, 0.27588], [-5.06687, 0.95625, -0.87172], [-4.40457, 0.75295, 0.80328], [-5.27687, -2.63215, -2.10902], [-3.57037, -2.79955, -2.69192], [-4.53197, -1.32185, -3.11312], [-4.01707, -3.01885, 1.07688], [-2.68557, -1.88865, 1.55618], [-2.38627, -3.16305, 0.30238], [0.17123, 0.81045, -0.13992]],
  "forces_ev_per_a": [[0.24, -0.16, -0.68], [-7.82, -4.85, 0.25], [6.63, 3.66, -1.74], [1.60, -2.26, 0.01], [3.23, -1.40, -4.06], [0.22, 0.30, -0.01], [-0.64, -0.75, 0.24], [0.03, -0.14, -0.47], [0.55, -0.12, 0.07], [-0.10, -0.03, -0.58], [-0.06, 0.48, 0.36], [-0.33, 0.05, -0.48], [-0.11, -0.05, 4.31], [0.33, 0.16, -1.23], [-1.20, 1.14, 1.76], [0.86, -0.37, 3.68], [-1.83, 3.46, -1.33], [-0.92, 0.26, -0.42], [0.35, 0.17, 1.19], [0.24, 0.17, 0.59], [-1.10, 0.40, -0.32], [-3.18, 2.54, -0.66], [0.26, -0.20, -0.05], [-0.24, 0.20, 0.10], [0.12, 0.05, 0.04], [0.16, -0.11, -0.04], [-0.10, 0.04, -0.01], [0.02, 0.11, 0.05], [-0.08, 0.17, 0.01], [-0.02, -0.07, -0.11], [-0.56, 0.32, 0.17], [0.07, 0.14, -0.02], [0.01, -0.66, 0.10], [-3.17, 2.38, -1.59], [0.97, 0.04, 2.07], [1.46, 0.46, 0.46], [2.97, 1.06, 1.89], [-0.02, -0.80, 0.03], [-0.69, -0.74, -0.45], [0.38, 1.05, 0.24], [0.37, 0.32, 0.32], [0.16, -3.31, 0.15], [0.67, -0.02, 0.30], [0.27, 0.26, -0.27], [-0.28, 0.32, 0.42], [-0.75, -1.66, -0.55], [-0.01, 0.03, -0.05], [0.03, -0.03, 0.02], [0.04, -0.01, 0.01], [-0.04, 0.06, -0.04], [-1.19, -0.63, 0.50], [-3.74, -2.00, 1.02], [-1.19, -0.73, 0.41], [-1.07, -0.69, 0.49], [5.12, 2.65, -2.99], [0.26, 0.38, -0.11], [0.35, -0.60, 0.39], [0.00, -0.41, -0.67], [0.31, 0.12, -0.31], [-0.22, 0.67, 0.30], [0.37, -0.33, 0.65], [0.51, 0.07, 0.03], [-0.25, -0.09, -0.74], [-0.47, 0.64, 0.01], [2.20, -1.11, -2.66]],
  "total_charge": -2,
  "s2": 2.14,
  "orbital_gap_ev": [2.74, 2.84],
  "multiplicity": 3
}

Record 2
{
  "formula": "C10H10NO",
  "method": "wB97M-V/def2-TZVPD",
  "species": ["C", "C", "C", "C", "C", "C", "C", "C", "C", "C", "N", "O", "H", "H", "H", "H", "H", "H", "H", "H", "H", "H"],
  "coordinates": [[1.41328, 2.46484, -1.07212], [2.37647, 1.44213, -1.05611], [0.09158, 2.17083, -0.75747], [1.98943, 0.14916, -0.82020], [-0.36228, 0.89414, -0.33895], [0.68793, -0.07148, -0.54623], [0.18520, -3.09276, 0.32789], [-1.70536, 0.22980, 0.00679], [0.13420, -2.12015, 1.44280], [-0.22792, -1.70330, 0.08997], [-1.57988, -1.24437, -0.19744], [0.33654, -4.17097, -0.12176], [1.69096, 3.54083, -0.92563], [3.50121, 1.68335, -1.06741], [-0.45634, 3.03625, -0.65729], [2.78213, -0.61974, -0.71522], [-2.08732, 0.46847, 0.98161], [-2.33379, 0.59532, -0.74047], [-0.62909, -2.29376, 2.07651], [1.03251, -1.75933, 1.90873], [-2.23432, -1.73924, 0.39553], [-1.90278, -1.29340, -1.14879]],
  "forces_ev_per_a": [[0.95, -0.14, 1.37], [1.68, 2.13, 0.04], [-0.09, -1.38, 0.90], [1.51, -1.46, 0.21], [3.08, -2.01, -1.77], [-4.57, -2.54, 2.27], [0.19, 0.63, -0.20], [1.72, 1.85, 0.39], [2.32, -0.86, -0.38], [2.40, 4.18, -3.53], [-0.16, 0.86, 0.54], [0.03, -0.35, 0.02], [-0.09, -1.15, -1.00], [-1.99, -0.35, -0.30], [-1.88, 1.51, 0.23], [-0.86, 0.35, -0.30], [-0.06, 0.00, 0.48], [-1.74, 0.42, -0.87], [-2.53, -0.63, 2.50], [0.27, 0.29, 0.07], [-0.54, -0.12, 0.11], [0.38, -1.22, -0.78]],
  "total_charge": 1,
  "orbital_gap_ev": 9.43,
  "e_above_lowest_kcal_mol": 73.1
}

Please write out number 2 again, unchanged.
{
  "formula": "C10H10NO",
  "method": "wB97M-V/def2-TZVPD",
  "species": ["C", "C", "C", "C", "C", "C", "C", "C", "C", "C", "N", "O", "H", "H", "H", "H", "H", "H", "H", "H", "H", "H"],
  "coordinates": [[1.41328, 2.46484, -1.07212], [2.37647, 1.44213, -1.05611], [0.09158, 2.17083, -0.75747], [1.98943, 0.14916, -0.82020], [-0.36228, 0.89414, -0.33895], [0.68793, -0.07148, -0.54623], [0.18520, -3.09276, 0.32789], [-1.70536, 0.22980, 0.00679], [0.13420, -2.12015, 1.44280], [-0.22792, -1.70330, 0.08997], [-1.57988, -1.24437, -0.19744], [0.33654, -4.17097, -0.12176], [1.69096, 3.54083, -0.92563], [3.50121, 1.68335, -1.06741], [-0.45634, 3.03625, -0.65729], [2.78213, -0.61974, -0.71522], [-2.08732, 0.46847, 0.98161], [-2.33379, 0.59532, -0.74047], [-0.62909, -2.29376, 2.07651], [1.03251, -1.75933, 1.90873], [-2.23432, -1.73924, 0.39553], [-1.90278, -1.29340, -1.14879]],
  "forces_ev_per_a": [[0.95, -0.14, 1.37], [1.68, 2.13, 0.04], [-0.09, -1.38, 0.90], [1.51, -1.46, 0.21], [3.08, -2.01, -1.77], [-4.57, -2.54, 2.27], [0.19, 0.63, -0.20], [1.72, 1.85, 0.39], [2.32, -0.86, -0.38], [2.40, 4.18, -3.53], [-0.16, 0.86, 0.54], [0.03, -0.35, 0.02], [-0.09, -1.15, -1.00], [-1.99, -0.35, -0.30], [-1.88, 1.51, 0.23], [-0.86, 0.35, -0.30], [-0.06, 0.00, 0.48], [-1.74, 0.42, -0.87], [-2.53, -0.63, 2.50], [0.27, 0.29, 0.07], [-0.54, -0.12, 0.11], [0.38, -1.22, -0.78]],
  "total_charge": 1,
  "orbital_gap_ev": 9.43,
  "e_above_lowest_kcal_mol": 73.1
}